Entry 1:
# C23H48ClFN3O9P2

A 3-piece molecular cluster, C23H48ClFN3O9P2 overall (ωB97M-V with the def2-TZVPD basis set, OMol25).

ORCA input file:
```
! wB97M-V def2-TZVPD RIJCOSX def2/J DEFGRID3
* xyz 1 1
H 6.113 -0.808 -2.194
C -4.476 -2.791 1.998
H -6.255 8.069 0.653
C 1.273 -3.345 -5.264
H -5.334 3.701 4.338
H 3.255 -2.527 -5.422
H -6.423 7.425 -0.993
H 7.370 -0.271 -0.449
C 1.026 -1.730 0.504
H -4.490 4.815 3.267
O -4.222 -1.910 3.089
H -0.227 -0.318 -4.446
H -0.730 -2.590 1.469
H 9.475 -3.401 1.895
O -6.528 4.524 2.915
N 1.373 -4.468 -4.704
H -4.334 -3.811 2.351
H 7.903 -4.162 2.003
N 2.371 -1.644 -3.767
H 2.016 -1.351 -5.795
H -7.146 2.203 4.180
H 7.058 -3.709 -0.841
H -7.794 8.239 -0.225
C -0.799 -1.117 -3.965
F -1.906 -0.516 -3.379
O -7.430 6.339 0.433
H 0.411 -3.183 -5.917
C 1.427 -1.479 -2.767
H -0.068 -2.923 -3.078
H -5.478 -2.679 1.592
H -3.158 -0.262 1.916
H 5.185 -1.942 -1.210
C -5.423 4.646 3.802
H 8.765 -1.634 0.508
C -7.032 1.254 3.659
H -0.665 -0.820 1.550
O -6.971 6.896 2.753
C 2.039 -0.891 -1.695
H -3.746 -2.591 1.209
H -6.911 1.473 2.601
C -0.021 -1.853 -2.847
H 1.253 -2.668 -0.011
H 6.538 -1.468 1.881
H -5.924 4.996 -0.674
O -5.242 -0.041 1.984
H 8.197 -2.615 2.845
H 4.432 -1.161 -3.887
C 8.017 -2.418 0.658
C 8.401 -3.189 1.937
C 5.514 -0.899 -1.282
P -5.377 -0.778 3.456
H -4.011 -0.260 0.364
C 6.609 -1.805 0.842
H -4.426 4.258 -0.062
H -5.589 5.442 4.526
H -1.104 -1.614 0.044
C 8.068 -3.417 -0.532
C 3.525 -1.154 -3.304
H 4.962 0.447 1.310
O -5.269 5.641 1.214
O -6.585 -1.634 3.582
H 6.642 0.939 1.453
H 8.667 -3.055 -1.372
Cl 0.251 0.771 -0.539
O -5.884 0.596 4.200
H -4.427 5.938 -0.629
H -7.929 0.659 3.819
P -6.796 5.740 1.834
H 5.872 -2.592 0.652
C 1.498 -0.500 -0.354
H 2.237 -4.489 -4.149
H -3.811 1.256 1.263
H -1.193 -1.842 -4.680
H 5.683 1.516 0.078
C -6.938 7.592 -0.045
C -0.456 -1.686 0.921
C -5.011 5.177 -0.110
H 2.331 -0.057 0.195
H 1.599 -1.731 1.435
H 8.550 -4.346 -0.210
C 6.390 -0.551 -0.051
C 2.255 -2.188 -5.132
O 4.299 -0.093 -1.311
C -3.982 0.183 1.361
N 3.354 -0.694 -2.080
H -0.548 -1.722 -1.906
C 5.867 0.661 0.734
*
```

## Properties
HOMO ... -11.2 eV
Electronic energy ... -2988.97972 hartree

Entry 2:
# C23H48CuO3S2

C23H48CuO3S2 as an isolated structure (ωB97M-V with the def2-TZVPD basis set, OMol25).

ORCA input file:
```
! wB97M-V def2-TZVPD RIJCOSX def2/J DEFGRID3
* xyz 2 2
C 3.673 2.791 -1.458
C -1.531 -3.588 0.418
H 8.411 1.716 0.648
H 6.480 3.323 -3.483
H 2.950 -3.980 -0.843
H 2.438 -5.100 0.457
H -0.016 -2.073 0.472
O -6.637 -0.791 -0.329
H 2.865 0.118 1.632
C -5.004 -1.934 1.048
C 2.903 -3.094 1.070
H -4.208 -3.881 1.371
C 0.840 -3.900 -0.375
H 0.809 -3.418 -1.353
H -12.413 4.757 1.412
H 4.286 4.258 -2.887
H 4.654 0.386 -0.073
C -3.980 -3.026 0.733
C 4.877 0.000 0.924
H -4.796 0.058 0.180
H -4.060 -3.327 -0.315
H -5.975 -2.385 1.247
C 5.387 1.145 1.792
C 6.466 1.603 -2.236
H 5.753 0.917 -1.772
H 7.412 3.219 -1.115
C 7.442 1.516 0.186
H -2.391 -2.534 2.092
H 3.807 2.784 -0.377
C 7.498 2.134 -1.219
C 2.295 -4.084 0.090
C 5.719 2.694 -3.013
H -10.871 4.696 2.282
O -7.384 0.531 -2.300
S -7.124 0.601 -0.888
H -1.735 -3.673 -0.654
C -9.638 1.202 -0.577
H -9.573 1.433 -1.647
C -5.196 -0.923 -0.080
H -11.397 2.388 1.635
H -2.351 -1.608 0.591
Cu 4.415 -3.939 -1.516
H 3.913 -3.435 1.326
H 7.006 1.011 -2.980
H -4.747 -1.264 -1.013
H 8.490 1.922 -1.619
C 3.038 -1.695 0.485
C -0.073 -3.157 0.604
H 7.371 0.428 0.115
C 4.777 3.574 -2.193
H 5.784 2.859 0.541
O -8.640 0.341 -0.151
S -9.502 2.784 0.339
C -11.349 4.548 1.316
H 5.827 0.746 2.709
H -1.672 -4.566 0.886
H 2.094 -1.352 0.057
H -4.697 -1.403 1.951
H 0.214 -3.365 1.637
H 3.742 -1.769 -0.374
H 2.345 -3.090 2.007
C 3.613 -0.660 1.465
H 3.616 1.760 -1.813
H 6.862 2.674 1.893
H 0.421 -4.897 -0.521
C -11.179 3.109 0.836
H 3.814 -1.146 2.423
H 2.698 3.244 -1.641
H 5.342 4.205 -1.504
H -10.916 5.260 0.616
H 5.149 2.235 -3.827
H 4.508 1.716 2.112
C 6.355 2.118 1.103
H 5.653 -0.764 0.792
H -10.605 0.762 -0.336
H -11.816 2.863 -0.020
C -2.534 -2.605 1.010
*
```

## Properties
Expectation value of S² ... 0.7532
HOMO (alpha / beta) ... -13.7 / -13.7 eV
Electronic energy ... -3567.00878 hartree

Entry 3:
# C23H48IN7O7P

A 6-piece molecular cluster, C23H48IN7O7P overall (ωB97M-V with the def2-TZVPD basis set, OMol25).

ORCA input file:
```
! wB97M-V def2-TZVPD RIJCOSX def2/J DEFGRID3
* xyz 1 1
H 2.160 0.951 -0.854
C 0.767 -7.318 -3.655
O 2.491 2.619 2.859
H -3.319 -3.009 3.179
H 2.678 -7.462 -4.589
C 1.814 -2.707 -3.539
C 1.687 -4.385 -1.115
H 4.718 2.924 3.641
H -0.762 5.895 1.759
H -1.381 3.972 -0.860
C 1.854 -2.891 -1.018
C 0.765 3.152 -1.073
O -4.279 4.513 -1.032
H -2.210 -2.958 1.137
H 1.664 -4.814 -0.115
H 1.088 1.102 4.308
H 4.261 1.132 6.015
C 2.929 2.090 3.876
C 4.900 1.778 5.421
H 1.995 1.600 5.742
C -0.632 6.821 1.199
C -3.698 -0.365 -0.819
H 0.967 2.750 1.142
N -0.291 -7.991 -3.136
C -1.824 0.755 -2.178
H 2.017 -1.198 -2.052
C -2.950 -1.993 3.334
C 1.541 0.930 0.080
H 1.693 -3.788 -3.559
O -0.172 2.874 -2.123
N -1.814 8.114 -0.505
C 2.085 1.185 4.737
H 1.785 2.966 -1.508
H -0.672 -2.361 0.470
H -1.307 10.117 -0.322
H 2.218 0.827 0.964
C -1.458 -2.000 3.544
N -4.003 0.810 -0.253
H -1.018 -7.388 -2.782
H 2.527 -4.820 -1.659
H -1.386 -9.696 -3.586
N 1.903 -2.192 -2.183
H 1.557 -8.756 -5.034
H -0.435 1.892 0.402
H -2.628 8.179 -1.100
H -1.003 0.762 -2.920
H -0.445 9.228 -1.595
H 0.749 -4.625 -1.617
H 0.763 4.218 -0.726
H 5.768 1.211 5.080
C 0.614 2.227 0.190
O 0.776 -6.092 -3.663
P -3.812 3.445 0.164
H -3.787 5.368 -0.804
H 0.362 -9.977 -3.450
C -2.260 1.986 -1.471
H -2.380 -1.401 -2.324
H -4.285 -1.266 -0.556
H -0.605 -9.692 -1.989
O 1.943 -2.309 0.055
H 2.726 -2.436 -4.074
I -5.777 2.980 1.540
C -1.802 7.013 0.273
H 0.959 -2.240 -4.033
C -0.823 9.173 -0.573
H 0.293 6.752 0.625
H 2.527 0.188 4.779
N -3.302 1.853 -0.619
H 0.899 0.012 0.043
H -3.200 -1.365 2.476
H -1.889 3.862 -2.661
H -0.575 7.648 1.908
C -0.480 -9.427 -3.041
H -0.776 -4.008 1.147
H -3.436 -1.582 4.216
C -1.129 -2.980 1.248
O -0.943 -1.594 4.574
N 4.211 2.310 4.261
N -0.691 -2.474 2.530
H 0.005 9.001 0.107
H 0.300 -2.452 2.725
C 1.907 -8.132 -4.211
C -1.490 3.324 -1.763
H 5.240 2.612 6.037
C -2.594 -0.422 -1.836
H 2.343 -8.753 -3.426
O -2.730 6.199 0.214
*
```

## Properties
HOMO ... -11.0 eV
Electronic energy ... -2454.00266 hartree

Which value of electronic energy does entry 2 give? -3567.00878 hartree